Entry a
{
  "formula": "H14O7",
  "method": "ωB97M-V/def2-TZVPD",
  "symbols": ["H", "H", "H", "H", "H", "H", "H", "H", "H", "H", "H", "H", "H", "H", "O", "O", "O", "O", "O", "O", "O"],
  "positions_angstrom": [[0.24934, -1.43371, 1.51832], [-0.72396, -1.57202, 0.39608], [0.75835, 2.51271, -0.68042], [-0.57845, 2.84953, -0.28771], [-0.89991, 1.87355, -2.07058], [-0.22340, 0.58027, -1.49783], [2.28824, -2.50209, 1.81703], [1.87091, -1.91365, 3.25985], [-1.79043, 0.77837, -0.38142], [-1.50246, 0.47286, 1.08833], [-0.77746, -0.91979, -2.12514], [-0.03364, -2.35316, -1.81642], [1.70336, 0.18746, 0.69658], [0.25837, 0.11909, 0.38312], [-0.74524, -1.23348, 1.24268], [0.17470, 3.24183, -0.70990], [-0.87130, 0.86834, -2.15459], [1.97796, -1.67857, 2.30247], [-1.61126, 1.28050, 0.42788], [-0.60687, -1.65946, -1.43358], [1.08315, 0.50142, 0.02524]],
  "homo_ev": -10.8
}

***

Entry b
{
  "formula": "H14O7",
  "method": "ωB97M-V/def2-TZVPD",
  "symbols": ["O", "H", "H", "O", "H", "H", "O", "H", "H", "O", "H", "H", "O", "H", "H", "O", "H", "H", "O", "H", "H"],
  "positions_angstrom": [[1.18706, 2.03511, -0.78906], [1.13562, 2.78367, -1.39695], [1.37527, 2.42253, 0.07718], [2.81786, 0.67457, -3.01399], [2.44064, 0.80928, -2.13352], [3.70918, 1.03556, -2.95680], [1.26731, -0.31461, 2.61612], [2.09843, -0.80062, 2.63225], [0.96377, -0.36370, 1.68845], [-2.83030, -0.92983, 0.64587], [-3.11690, -0.56659, -0.20424], [-3.14398, -1.84289, 0.64548], [-2.90990, 1.74486, 1.96417], [-3.81170, 2.05098, 2.10805], [-3.00183, 0.89094, 1.51242], [0.68308, -3.31704, -0.75239], [0.65350, -2.38276, -0.47593], [0.73580, -3.28622, -1.71295], [0.14472, -0.52381, -0.07072], [-0.78507, -0.40180, 0.17658], [0.38742, 0.28237, -0.56002]],
  "homo_ev": -10.8
}

***

Entry c
{
  "formula": "H14O7",
  "method": "ωB97M-V/def2-TZVPD",
  "symbols": ["O", "H", "H", "O", "H", "H", "O", "H", "H", "O", "H", "H", "O", "H", "H", "O", "H", "H", "O", "H", "H"],
  "positions_angstrom": [[1.18052, 2.57576, -1.52529], [1.97952, 2.27176, -1.97929], [0.83652, 3.30376, -2.07329], [1.65252, -2.26024, 0.42971], [2.38352, -2.36024, -0.10129], [1.55952, -1.29024, 0.46371], [-1.43548, -0.65224, 0.34771], [-2.20848, -0.14024, 0.19171], [-1.33748, -0.85424, 1.26071], [-0.99148, -1.18224, 2.85471], [-0.94148, -2.07924, 2.88671], [-0.08648, -0.90724, 2.82071], [-0.76448, -2.61724, -1.56929], [0.14752, -2.83124, -1.63829], [-0.99848, -1.97124, -0.91329], [1.09852, 0.58276, 0.57171], [0.33452, 0.14976, 0.14671], [1.31552, 1.29876, -0.02129], [-1.42748, 2.88076, -1.00929], [-1.78348, 3.30176, -0.20629], [-0.51348, 2.78076, -0.93729]],
  "homo_ev": -10.3
}

***

Entry d
{
  "formula": "H14O7",
  "method": "ωB97M-V/def2-TZVPD",
  "symbols": ["H", "H", "H", "H", "H", "H", "H", "H", "H", "H", "H", "H", "H", "H", "O", "O", "O", "O", "O", "O", "O"],
  "positions_angstrom": [[0.31880, -0.39944, 0.87925], [-1.06099, -0.27261, 0.24747], [0.86510, -1.50950, -2.62194], [2.00959, -1.98129, -3.45233], [-5.08636, 1.65394, 0.72221], [-4.44534, 0.20928, 1.18911], [3.49611, -2.44569, -1.48657], [2.30290, -3.20725, -1.00294], [-1.27474, 2.56828, 3.17662], [-0.28438, 2.42922, 2.09718], [0.91411, -0.36666, -4.35268], [-0.17959, -0.27351, -3.20748], [0.75180, 1.40538, 3.72875], [1.79254, 0.93421, 4.80145], [-0.19406, 0.17015, 0.29519], [1.62128, -1.18047, -3.14108], [-5.07693, 0.64032, 0.58361], [2.96991, -3.27847, -1.67317], [-0.84043, 3.10040, 2.52625], [0.22475, 0.21043, -3.89575], [1.17592, 1.59330, 4.58685]],
  "homo_ev": -10.0
}

***

The structure with the least stability is entry d.

***

Entry a
{
  "formula": "C5H6N",
  "method": "ωB97M-V/def2-TZVPD",
  "symbols": ["C", "C", "C", "C", "C", "N", "H", "H", "H", "H", "H", "H"],
  "positions_angstrom": [[-2.02372, -0.09720, 0.86600], [-1.81677, 0.77214, -0.18466], [1.80517, 0.73356, -0.17423], [1.96619, -0.41800, -0.74776], [-1.16335, -0.51994, -0.17254], [1.01433, -0.42053, 0.36398], [-2.66275, -0.40853, 1.64698], [-1.90793, 1.81420, -0.46033], [2.15058, 1.85177, -0.14546], [2.36527, -0.99258, -1.48080], [-0.92224, -1.42766, -0.77379], [1.19524, -0.88722, 1.26260]],
  "spin_multiplicity": 3,
  "homo_ev": [-9.4, -15.3],
  "charge": 1
}

***

Entry b
{
  "formula": "C5H6N",
  "method": "ωB97M-V/def2-TZVPD",
  "symbols": ["C", "C", "C", "C", "C", "N", "H", "H", "H", "H", "H", "H"],
  "positions_angstrom": [[-2.89447, 0.05926, -0.35803], [-3.67348, -0.73123, 0.21186], [-0.33913, 0.19175, -0.26926], [-1.69668, 0.71591, -0.08219], [0.96571, 0.50579, 0.01497], [1.96488, -0.57588, 0.04742], [-0.58023, -0.91731, -0.32668], [-1.79270, 1.62238, 0.46238], [1.52473, 1.44929, 0.03043], [2.28947, -0.72531, 1.03669], [2.78918, -0.30151, -0.45143], [1.44272, -1.29313, -0.31617]],
  "spin_multiplicity": 3,
  "homo_ev": [-12.3, -14.2],
  "charge": 1
}

***

The structure with the least stability is entry a.

***

Entry a
{
  "formula": "C4H14N3",
  "method": "ωB97M-V/def2-TZVPD",
  "symbols": ["C", "C", "N", "H", "H", "H", "H", "H", "H", "C", "C", "N", "N", "H", "H", "H", "H", "H", "H", "H", "H"],
  "positions_angstrom": [[-0.47878, 0.33460, 2.66477], [-0.27248, -1.75905, 1.38468], [-0.89275, -0.98853, 2.18498], [-0.64488, 0.39939, 3.73496], [-1.11383, 1.04557, 2.13691], [0.55289, 0.54530, 2.40078], [0.58561, -1.43885, 0.80913], [-0.70466, -2.73539, 1.20159], [-1.67217, -1.42026, 2.67943], [0.54217, 0.46147, -2.36182], [0.26450, 0.58125, -0.84896], [-0.21487, 1.93328, -0.58965], [1.28165, -0.76087, -2.63818], [-0.40639, 0.52160, -2.89852], [1.16530, 1.32391, -2.59629], [-0.43393, -0.26344, -0.66307], [1.15670, 0.33775, -0.26708], [0.20001, 2.29194, 0.26123], [-1.21595, 2.01545, -0.50744], [0.70369, -1.58283, -2.49657], [1.59817, -0.84231, -3.59088]],
  "homo_ev": -12.2,
  "charge": 1
}

***

Entry b
{
  "formula": "C4H14N3",
  "method": "ωB97M-V/def2-TZVPD",
  "symbols": ["N", "C", "C", "N", "H", "H", "H", "H", "H", "H", "H", "H", "H", "C", "C", "N", "H", "H", "H", "H", "H"],
  "positions_angstrom": [[-0.79082, 0.11168, 0.62880], [-1.10254, -1.35687, 0.53778], [0.20677, -2.12960, 0.64900], [-0.11432, -3.54949, 0.55407], [-0.36029, 0.35630, 1.52447], [-0.12398, 0.39088, -0.13382], [-1.57204, 0.76241, 0.55003], [-1.79197, -1.63054, 1.33064], [-1.55445, -1.51139, -0.43878], [0.88178, -1.81347, -0.15560], [0.70414, -1.89623, 1.59185], [-0.07416, -3.84121, -0.41822], [0.61198, -4.12003, 0.97917], [1.36067, 1.60568, -1.16897], [0.29610, 2.43401, -1.22808], [0.04270, 3.38965, -0.28289], [2.16342, 1.86635, -0.48755], [1.53562, 0.86108, -1.92750], [-0.36462, 2.43694, -2.08665], [0.77120, 3.60771, 0.36631], [-0.72516, 4.02616, -0.38406]],
  "homo_ev": -12.3,
  "charge": 1
}

***

The structure with the least stability is entry a.

***

Entry a
{
  "formula": "C4H14N3",
  "method": "ωB97M-V/def2-TZVPD",
  "symbols": ["N", "C", "C", "N", "C", "C", "N", "H", "H", "H", "H", "H", "H", "H", "H", "H", "H", "H", "H", "H", "H"],
  "positions_angstrom": [[0.93601, 2.08910, 0.05626], [2.11892, 1.17296, -0.20019], [1.58646, -0.21181, -0.73398], [0.12354, -0.30413, -0.50464], [-0.36996, -1.39410, 0.35605], [-1.68112, -1.00587, 1.01580], [-2.62163, -0.63826, -0.04953], [0.98513, 2.91146, -0.53774], [0.10623, 1.34521, -0.07721], [0.96312, 2.45446, 0.99534], [2.78566, 1.66884, -0.90024], [2.61248, 1.05340, 0.77007], [1.65485, -0.21954, -1.81898], [2.12544, -0.97492, -0.20238], [-0.33544, -0.34249, -1.40714], [0.38761, -1.44016, 1.14648], [-0.34563, -2.40035, 0.00371], [-2.06566, -1.79165, 1.65722], [-1.50938, -0.06760, 1.54494], [-2.62674, -1.26637, -0.83861], [-3.54444, -0.33216, 0.20876]],
  "homo_ev": -12.4,
  "charge": 1
}

***

Entry b
{
  "formula": "C4H14N3",
  "method": "ωB97M-V/def2-TZVPD",
  "symbols": ["C", "C", "N", "N", "N", "H", "H", "H", "H", "H", "H", "H", "H", "C", "C", "H", "H", "H", "H", "H", "H"],
  "positions_angstrom": [[-0.12594, -0.94165, -2.78750], [0.81437, 0.70164, -1.21851], [0.98458, -0.33412, -2.02144], [-0.26791, 1.48957, -1.27623], [1.90620, 1.03548, -0.45567], [1.69123, -1.01896, -1.80977], [-1.16539, 1.02736, -1.39209], [-0.41309, 2.12708, -0.50405], [2.81787, 1.00108, -0.89875], [1.90985, 1.97550, -0.07357], [-1.02816, -0.31880, -3.09675], [-0.50469, -1.81159, -2.26099], [0.36614, -1.32770, -3.70292], [-0.96951, -0.06086, 3.32386], [-0.80729, -0.88268, 2.05016], [-0.74339, -0.65039, 4.19902], [-0.23715, 0.71317, 3.41752], [-1.98261, 0.36616, 3.46754], [-1.30983, -0.34731, 1.23020], [-1.20983, -1.90732, 1.99866], [0.27455, -0.83565, 1.81129]],
  "homo_ev": -14.6,
  "charge": 1
}

***

The structure with the least stability is entry a.

***

Entry a
{
  "formula": "C4H14N3",
  "method": "ωB97M-V/def2-TZVPD",
  "symbols": ["N", "C", "C", "N", "C", "C", "N", "H", "H", "H", "H", "H", "H", "H", "H", "H", "H", "H", "H", "H", "H"],
  "positions_angstrom": [[-1.88609, 1.02307, 0.57489], [-2.40175, -0.32438, 0.25097], [-1.30852, -1.00376, -0.60498], [0.03585, -0.60292, -0.05653], [1.03120, 0.00073, -0.95160], [2.11177, 0.68426, -0.14912], [2.75168, -0.28809, 0.75288], [-2.20409, 1.28563, 1.50660], [-0.80430, 0.68816, 0.67860], [-2.16875, 1.72021, -0.10491], [-2.41163, -0.97578, 1.12575], [-3.35851, -0.34408, -0.26299], [-1.30290, -2.08639, -0.48091], [-1.27383, -0.79588, -1.67479], [0.37072, -1.27529, 0.61223], [0.61975, 0.72895, -1.66496], [1.39538, -0.79964, -1.60353], [2.89441, 1.04362, -0.82415], [1.78558, 1.60968, 0.34957], [2.38010, -0.16184, 1.68517], [3.74395, -0.12626, 0.84183]],
  "homo_ev": -12.9,
  "charge": 1
}

***

Entry b
{
  "formula": "C4H14N3",
  "method": "ωB97M-V/def2-TZVPD",
  "symbols": ["C", "C", "N", "N", "N", "H", "H", "H", "H", "H", "H", "H", "H", "C", "C", "H", "H", "H", "H", "H", "H"],
  "positions_angstrom": [[-0.42831, -2.54601, 1.40400], [0.88559, -1.40603, -0.27361], [-0.29547, -2.08026, -0.03208], [1.87938, -1.17060, 0.69639], [1.23362, -0.86306, -1.57069], [-0.58836, -2.82303, -0.51178], [1.82771, -1.38811, 1.65438], [2.35213, -0.33125, 0.51821], [0.77318, -1.11217, -2.31170], [1.57736, 0.02967, -1.63297], [-1.06458, -3.43138, 1.50865], [-0.80055, -1.80265, 2.04573], [0.36593, -3.10030, 2.00695], [-0.46294, 3.22130, 0.03131], [-1.39402, 2.28772, -0.92264], [-0.57096, 4.13259, -0.40205], [-1.04189, 3.14888, 1.00373], [0.74510, 3.06553, 0.25821], [-1.04599, 1.19852, -0.99956], [-1.59380, 2.72695, -1.94106], [-2.35312, 2.24369, -0.52940]],
  "homo_ev": -14.3,
  "charge": 1
}

***

Entry c
{
  "formula": "C4H14N3",
  "method": "ωB97M-V/def2-TZVPD",
  "symbols": ["N", "C", "N", "N", "H", "H", "H", "H", "H", "H", "C", "C", "C", "H", "H", "H", "H", "H", "H", "H", "H"],
  "positions_angstrom": [[1.31129, -2.19299, -1.33461], [0.02557, -2.29128, -1.02293], [-0.39248, -3.31315, -0.23619], [-0.86852, -1.41844, -1.47882], [1.96628, -2.88783, -1.02079], [1.62626, -1.41448, -1.88726], [0.36045, -3.74053, 0.28764], [-1.19582, -3.11354, 0.34268], [-1.62152, -1.14714, -0.86629], [-0.52123, -0.59821, -1.94844], [-0.28788, 0.80339, 0.44139], [-0.37824, 2.03730, 1.39089], [0.40362, 3.19024, 0.78039], [-0.74952, 1.13023, -0.49036], [-0.79140, -0.05783, 0.89521], [0.74226, 0.46268, 0.32450], [0.05665, 1.79059, 2.35864], [-1.44580, 2.24197, 1.47014], [0.24599, 4.07882, 1.39924], [1.47778, 3.00294, 0.80791], [0.03625, 3.43725, -0.21294]],
  "homo_ev": -14.5,
  "charge": 1
}

***

The structure with the least stability is entry b.